{"formula": "C14H15MnN3O3S2", "method": "ωB97M-V/def2-TZVPD", "elements": ["Mn", "O", "C", "O", "C", "O", "N", "C", "C", "H", "H", "H", "H", "C", "C", "H", "H", "H", "C", "C", "N", "C", "C", "S", "C", "C", "S", "C", "N", "C", "H", "H", "H", "H", "H", "H", "H", "H"], "xyz": [[-0.95, 0.40, 2.16], [-1.03, 0.40, -2.68], [-0.68, 0.40, -3.84], [0.41, -1.72, -2.30], [0.50, -1.72, -3.51], [1.03, -2.70, -4.28], [0.00, -0.69, -4.39], [1.15, -2.24, -5.65], [0.34, -0.97, -5.80], [0.74, -3.05, -6.26], [2.20, -2.05, -5.84], [-0.59, -1.14, -6.39], [0.96, -0.17, -6.25], [-1.07, 1.55, -4.69], [-1.82, 2.53, -4.13], [-0.78, 1.57, -5.74], [-2.05, 2.54, -3.04], [-2.24, 3.34, -4.73], [0.81, 3.66, 0.15], [1.05, 3.07, 1.50], [0.57, 1.92, 2.00], [1.28, 1.49, 3.16], [2.19, 2.42, 3.61], [2.27, 3.78, 2.54], [1.24, 0.08, 3.49], [2.02, -0.67, 4.34], [1.90, -2.41, 4.01], [0.82, -2.08, 2.70], [0.55, -0.77, 2.60], [0.37, -2.99, 1.63], [0.10, 4.52, 0.22], [1.74, 4.09, -0.28], [0.44, 2.88, -0.54], [2.75, 2.34, 4.54], [2.64, -0.21, 5.11], [0.88, -3.97, 1.68], [-0.71, -3.18, 1.72], [0.58, -2.50, 0.66]], "nbo_charge": [1.71, -0.60, 0.66, -0.60, 0.91, -0.47, -0.49, -0.09, -0.24, 0.22, 0.20, 0.22, 0.22, -0.34, -0.26, 0.22, 0.21, 0.22, -0.70, 0.16, -0.67, 0.03, -0.36, 0.59, 0.03, -0.34, 0.61, 0.14, -0.71, -0.69, 0.27, 0.28, 0.27, 0.28, 0.28, 0.28, 0.26, 0.29], "spin_multiplicity": 6, "s_squared": 8.75, "charge": 2, "orbital_gap_ev": [5.40, 5.22]}